The following is a DFT calculation (ωB97M-V/def2-TZVPD) of a molecular structure, C31H29CrIN5O7S at a distorted geometry.

Last column: Löwdin charge in e.
CARTESIAN COORDINATES (ANGSTROEM)
Cr: -1.425 -0.074 0.814  0.922
C: -1.779 -3.888 -1.052  0.010
C: -1.578 -2.401 -0.989  -0.295
O: -1.632 -1.873 0.133  -0.054
C: -1.320 -1.641 -2.194  -0.084
C: -1.454 -2.228 -3.466  -0.031
C: -1.171 -1.538 -4.617  -0.094
C: -0.723 -0.212 -4.530  -0.081
C: -0.578 0.393 -3.309  -0.017
C: -0.887 -0.284 -2.099  -0.315
O: -0.749 0.358 -0.988  -0.124
H: -1.885 -4.250 -0.031  0.058
H: -0.942 -4.376 -1.554  0.093
H: -2.697 -4.116 -1.593  0.103
H: -1.808 -3.247 -3.540  0.111
H: -1.296 -2.007 -5.583  0.099
H: -0.493 0.338 -5.434  0.107
H: -0.220 1.412 -3.224  0.117
O: -1.214 1.778 1.520  -0.246
N: -1.237 1.900 2.824  0.059
N: -1.565 0.825 3.404  -0.181
O: -1.929 -0.232 2.758  -0.156
C: -1.460 0.752 4.826  -0.155
C: -1.493 1.908 5.596  -0.015
C: -1.321 1.799 6.964  -0.077
C: -1.105 0.559 7.549  -0.080
C: -1.080 -0.586 6.768  -0.062
C: -1.264 -0.495 5.399  0.016
H: -1.649 2.866 5.123  0.109
H: -1.358 2.688 7.578  0.105
H: -0.963 0.492 8.620  0.104
H: -0.916 -1.551 7.226  0.109
H: -1.248 -1.367 4.760  0.129
S: -4.409 -1.467 1.680  0.511
C: -3.750 -2.963 1.800  -1.004
N: -3.302 -4.038 1.879  -0.011
N: -3.313 2.738 -0.143  0.191
C: -3.702 1.515 -0.508  -0.586
O: -3.170 0.477 -0.111  -0.115
C: -4.831 1.371 -1.494  -0.524
I: -6.501 2.647 -1.075  0.806
H: -2.523 2.799 0.489  0.088
H: -3.791 3.565 -0.453  0.071
H: -5.190 0.348 -1.467  0.060
H: -4.488 1.628 -2.494  0.058
C: 2.389 -1.423 -2.882  -0.042
O: 2.273 -0.179 -2.219  -0.090
C: 3.033 0.849 -2.629  -0.233
C: 3.873 0.806 -3.735  -0.003
C: 4.599 1.921 -4.123  -0.072
C: 4.497 3.106 -3.415  -0.087
C: 3.664 3.162 -2.312  -0.020
C: 2.946 2.048 -1.894  -0.165
N: 2.078 2.208 -0.784  0.146
C: 1.690 1.339 0.145  0.025
C: 2.323 0.165 0.545  -0.120
C: 3.695 -0.113 0.301  -0.028
C: 4.273 -1.257 0.755  -0.081
C: 3.502 -2.196 1.476  -0.053
C: 2.185 -1.966 1.749  0.018
C: 1.532 -0.790 1.285  -0.289
O: 0.281 -0.647 1.487  -0.118
H: 1.712 -2.096 -2.362  0.099
H: 3.409 -1.813 -2.817  0.104
H: 2.083 -1.353 -3.929  0.096
H: 3.951 -0.101 -4.316  0.109
H: 5.240 1.859 -4.992  0.109
H: 5.064 3.977 -3.710  0.105
H: 3.572 4.078 -1.742  0.118
H: 1.609 3.101 -0.759  0.164
H: 0.773 1.614 0.650  0.116
H: 4.293 0.625 -0.217  0.120
H: 5.321 -1.450 0.571  0.103
H: 3.968 -3.110 1.820  0.110
H: 1.583 -2.684 2.291  0.127

<S²> ... 0.765
LUMO energy (alpha / beta) ... -1.14 / -1.13 eV
Frontier orbital gap (alpha / beta) ... 4.810 / 4.815 eV
HOMO level (alpha / beta) ... -0.219 / -0.218 Eh
Total charge ... 0
Spin multiplicity ... 2

---

The following is a DFT calculation (ωB97M-V/def2-TZVPD) of a molecular structure, C32H24Cl4MoN9O2Te at a distorted geometry.

Last column: Löwdin charge in e.
CARTESIAN COORDINATES (ANGSTROEM)
Mo: 0.169 0.042 -0.457  1.199
C: 3.865 5.213 3.381  -0.068
C: 3.071 4.041 2.855  -0.301
C: 2.779 2.934 3.649  -0.055
C: 2.065 1.872 3.148  -0.008
C: 1.582 1.805 1.812  -0.229
N: 0.940 0.680 1.368  -0.111
C: 1.199 -0.500 2.160  -0.266
C: 2.467 -1.077 2.054  -0.035
C: 2.820 -2.246 2.694  -0.049
C: 1.892 -2.906 3.490  -0.267
C: 2.209 -4.237 4.123  -0.036
C: 0.648 -2.323 3.649  0.015
C: 0.288 -1.129 3.018  -0.118
N: -0.998 -0.586 3.321  -0.061
C: -2.034 -1.225 3.936  -0.097
C: -3.034 -0.306 4.089  -0.075
C: -2.505 0.884 3.540  -0.170
N: -1.283 0.710 3.085  0.097
C: 1.814 2.977 1.049  -0.106
C: 2.563 4.031 1.574  -0.013
N: 1.341 3.148 -0.302  -0.043
C: 1.559 4.227 -1.093  -0.067
C: 0.965 3.987 -2.305  -0.053
C: 0.381 2.727 -2.165  -0.221
N: 0.617 2.231 -0.961  -0.130
H: 4.513 4.900 4.201  0.068
H: 3.213 6.004 3.766  0.074
H: 4.492 5.655 2.603  0.069
H: 3.115 2.911 4.682  0.108
H: 1.845 1.038 3.798  0.112
H: 3.174 -0.594 1.391  0.110
H: 3.809 -2.669 2.543  0.109
H: 3.264 -4.303 4.397  0.077
H: 1.998 -5.050 3.420  0.040
H: 1.604 -4.407 5.017  0.076
H: -0.063 -2.816 4.298  0.107
H: -2.019 -2.274 4.173  0.100
H: -4.007 -0.467 4.528  0.084
H: -2.976 1.851 3.432  0.096
H: 2.765 4.899 0.959  0.093
H: 2.089 5.099 -0.759  0.103
H: 0.944 4.640 -3.161  0.091
H: -0.225 2.163 -2.853  0.068
Cl: 1.899 -6.890 1.405  0.622
C: 1.169 -5.366 0.997  -0.739
C: -0.168 -5.145 1.272  -0.729
Cl: -1.135 -6.372 2.032  0.605
C: -0.738 -3.899 0.941  -0.618
Cl: -2.412 -3.575 1.260  0.691
C: 0.009 -2.887 0.386  -0.357
O: -0.508 -1.683 0.136  -0.398
C: 1.402 -3.102 0.062  -0.444
O: 2.061 -2.147 -0.467  -0.120
C: 1.936 -4.361 0.390  -0.620
Cl: 3.624 -4.612 0.042  0.641
N: 0.879 -1.580 -4.267  0.117
C: -0.351 -2.186 -4.139  -0.060
C: -0.866 -1.741 -2.964  -0.105
N: 0.031 -0.885 -2.386  -0.063
C: 1.071 -0.826 -3.173  -0.265
C: 2.255 -0.169 -2.659  -0.274
N: 2.218 0.285 -1.440  -0.001
C: 3.445 0.829 -1.181  -0.087
C: 4.237 0.688 -2.275  -0.061
N: 3.451 0.075 -3.224  0.123
H: 1.564 -1.789 -4.969  0.154
H: -0.742 -2.850 -4.889  0.111
H: -1.810 -1.952 -2.490  0.099
H: 3.686 1.271 -0.226  0.114
H: 5.253 0.984 -2.471  0.111
H: 3.787 -0.325 -4.080  0.154
Te: -2.200 0.961 -0.748  0.083

<S²> ... 2.137
LUMO energy (alpha / beta) ... 1.74 / 1.74 eV
Frontier orbital gap (alpha / beta) ... 4.741 / 5.332 eV
HOMO level (alpha / beta) ... -0.110 / -0.132 Eh
Total charge ... -1
Spin multiplicity ... 3

---

E values (in Eh) by entry order: -3739.43639 -4054.21175.
Relative energy (zero: lowest compared OMol25 entry of this formula, charge and spin) values (in kcal per mole) by entry order: 13.9 27.9.